Here is 15 unconnected molecules or ions with the total composition C72H189N15O21 in a non-equilibrium geometry from the OMol25 dataset. Energies are from the ωB97M-V functional and the def2-TZVPD basis.

Geometry as XYZ:
```
297
Properties=species:S:1:pos:R:3:lowdin_charge:R:1
C 7.73004 -4.19286 8.74125 -0.096
O 7.28133 -3.33690 7.66980 -0.215
C 7.53948 -3.91321 6.36015 -0.216
C 6.72493 -3.14936 5.32280 -0.225
N 5.28923 -3.34374 5.58973 -0.051
C 4.50071 -2.62001 4.57612 -0.197
C 3.07310 -3.17123 4.59017 -0.186
O 2.44495 -2.44623 3.52738 -0.236
C 1.17047 -2.84260 3.22070 -0.150
H 7.96204 -3.63698 9.65520 0.087
H 8.53235 -4.82479 8.47561 0.064
H 6.87401 -4.80213 9.00470 0.081
H 7.23842 -4.98731 6.42005 0.131
H 8.61363 -3.72454 6.08219 0.131
H 6.96064 -3.47667 4.31734 0.100
H 7.03476 -2.03819 5.38919 0.143
H 5.10458 -3.07622 6.54813 0.108
H 4.91248 -2.71836 3.56377 0.080
H 4.35613 -1.53654 4.77406 0.124
H 2.49079 -3.02101 5.50859 0.126
H 3.02426 -4.22589 4.31822 0.123
H 1.20448 -3.77743 2.69470 0.079
H 0.69557 -1.98525 2.64870 0.089
H 0.54524 -3.01043 4.14749 0.107
C 3.99825 3.51698 -7.12057 -0.157
O 3.84338 4.68700 -6.46288 -0.158
C 5.00125 5.28063 -5.84697 -0.182
C 4.83541 5.52875 -4.39063 -0.202
N 3.53364 6.08504 -4.05268 -0.033
C 3.10310 6.11744 -2.68479 -0.220
C 1.62494 6.28895 -2.58383 -0.221
O 1.05996 5.01931 -2.83083 -0.189
C -0.34824 5.04821 -2.93673 -0.083
H 4.04775 2.65955 -6.48436 0.053
H 4.88414 3.41534 -7.73313 0.086
H 3.09585 3.31418 -7.71809 0.103
H 5.16068 6.27270 -6.23726 0.116
H 5.89229 4.76138 -6.10791 0.113
H 5.60783 6.28708 -4.11219 0.137
H 5.06585 4.68469 -3.77923 0.077
H 2.83999 5.55289 -4.53207 0.093
H 3.58694 6.87469 -2.09641 0.117
H 3.36688 5.21720 -2.15881 0.092
H 1.28315 7.06110 -3.26095 0.125
H 1.35638 6.61592 -1.59688 0.112
H -0.79684 5.10998 -1.93893 0.070
H -0.69424 4.14096 -3.41570 0.072
H -0.61017 5.89667 -3.55862 0.088
C 0.34492 -0.48846 -4.74293 -0.061
O 1.46592 -0.59696 -5.66387 -0.184
C 2.59366 0.06317 -5.16869 -0.248
C 3.89458 -0.56374 -5.70804 -0.220
N 5.00737 -0.01390 -5.04016 -0.099
C 5.47035 -0.75742 -3.89771 -0.184
C 6.56935 -0.00556 -3.01885 -0.182
O 6.05459 1.04311 -2.20372 -0.201
C 5.67273 2.19767 -2.94019 -0.115
H 0.22406 0.52895 -4.39045 0.069
H 0.61725 -1.13853 -3.84225 0.096
H -0.55190 -0.82805 -5.22494 0.065
H 2.55886 0.23054 -4.07701 0.105
H 2.59696 1.15028 -5.41319 0.116
H 3.89554 -0.42577 -6.78028 0.120
H 3.87376 -1.66943 -5.54982 0.122
H 5.74446 0.17654 -5.73396 0.132
H 6.07279 -1.58355 -4.23396 0.105
H 4.56882 -1.00765 -3.26625 0.124
H 7.34336 0.30842 -3.76311 0.126
H 6.97189 -0.76931 -2.32750 0.120
H 6.31802 2.43705 -3.77074 0.082
H 5.73875 3.06038 -2.36135 0.055
H 4.72308 2.03607 -3.41882 0.061
C -4.12130 9.22801 1.94849 -0.116
O -3.31762 8.12599 1.52861 -0.187
C -2.26928 7.87170 2.50563 -0.216
C -1.43135 6.78657 1.90433 -0.172
N -0.27954 6.47238 2.81530 -0.039
C 0.91506 7.26428 2.46674 -0.209
C 1.98815 7.03704 3.49005 -0.213
O 2.24411 5.61316 3.52605 -0.247
C 2.73787 5.18928 4.85082 -0.042
H -4.65138 9.56751 1.06537 0.083
H -3.56429 10.08646 2.26849 0.069
H -4.83653 9.03135 2.76678 0.091
H -2.64520 7.48511 3.39772 0.067
H -1.68418 8.80225 2.79724 0.143
H -1.01585 7.22712 0.89781 0.148
H -2.03268 5.91607 1.77509 0.100
H -0.00249 5.50792 2.82507 0.066
H 0.53440 8.27099 2.55770 0.107
H 1.25560 7.12090 1.45304 0.105
H 1.70765 7.39414 4.47091 0.103
H 2.99774 7.52779 3.26652 0.144
H 3.86095 5.27550 4.75352 0.104
H 2.48371 4.14724 4.98393 0.056
H 2.31136 5.84707 5.61390 0.081
C 1.35646 1.17611 4.80187 -0.107
O -0.00935 0.85982 4.87334 -0.189
C -0.73333 1.31979 3.72087 -0.191
C -0.69763 2.85257 3.54268 -0.231
N -1.04043 3.64912 4.68687 -0.020
C -2.28285 3.49831 5.36645 -0.227
C -2.70971 4.64702 6.24764 -0.208
O -3.05647 5.68925 5.36544 -0.238
C -3.50093 6.88703 5.97117 -0.082
H 1.70825 1.10579 3.76352 0.078
H 1.92686 0.55104 5.48939 0.090
H 1.38311 2.19803 5.20824 0.074
H -1.84853 1.15043 3.80690 0.125
H -0.31711 0.85589 2.83786 0.093
H -1.41218 3.00708 2.75075 0.096
H 0.32047 3.00240 3.13917 0.111
H -1.00541 4.61365 4.34679 0.090
H -2.33415 2.61507 6.02428 0.133
H -3.09314 3.32666 4.69705 0.078
H -1.91385 5.08094 6.90606 0.143
H -3.66123 4.31194 6.76263 0.140
H -4.21428 6.59623 6.69931 0.080
H -3.73624 7.52716 5.15694 0.065
H -2.70423 7.39062 6.48218 0.083
C -0.33443 -3.38533 -0.42693 -0.109
O -1.19557 -2.41129 -1.02217 -0.206
C -2.07273 -1.78865 0.01003 -0.127
C -2.20184 -0.29906 -0.27981 -0.200
N -0.96647 0.40216 -0.03807 -0.052
C -1.11712 1.77853 -0.41354 -0.222
C 0.16490 2.45041 -0.32313 -0.242
O 1.04388 1.93246 -1.27967 -0.194
C 2.37950 2.42552 -1.24139 -0.090
H 0.41743 -3.73801 -1.15049 0.082
H -0.85260 -4.22598 0.01499 0.083
H 0.23423 -2.98176 0.42318 0.052
H -1.56580 -1.97724 0.92697 0.101
H -3.00163 -2.30003 0.01661 0.087
H -2.96915 0.24943 0.30435 0.113
H -2.52473 -0.20849 -1.33934 0.107
H -0.34771 0.00012 -0.77241 0.108
H -1.71506 2.25811 0.37395 0.119
H -1.65762 1.85437 -1.38333 0.122
H 0.61276 2.20830 0.63084 0.114
H 0.09938 3.53474 -0.54220 0.125
H 2.94118 1.95485 -0.43666 0.060
H 2.51307 3.51953 -1.11168 0.069
H 2.80167 2.21901 -2.26769 0.093
C -2.41643 1.95359 -4.14684 -0.075
C -3.42991 1.86422 -5.30985 -0.409
C -3.45297 3.25709 -5.97563 -0.170
O -2.05333 3.57437 -6.29896 -0.226
C -1.99477 4.85176 -6.88486 -0.139
N -3.07168 0.77695 -6.24553 0.049
H -1.47802 2.23136 -4.58425 0.053
H -2.28444 1.04807 -3.57407 0.053
H -2.79554 2.80076 -3.50369 0.091
H -4.45531 1.67823 -4.96094 0.125
H -3.89185 3.97310 -5.18255 0.143
H -3.97659 3.33983 -6.93221 0.119
H -2.54310 5.61511 -6.36167 0.069
H -2.35374 4.85717 -7.94826 0.095
H -0.90457 5.17803 -6.86453 0.108
H -2.18158 0.99143 -6.66992 0.068
H -3.76462 0.67736 -6.98769 0.078
C -5.57139 -10.50039 0.15030 -0.070
C -6.62480 -9.45572 0.36626 -0.465
C -6.06015 -8.11407 0.03028 -0.235
O -4.81826 -7.88949 0.64265 -0.212
C -4.15183 -6.84672 -0.01471 -0.114
N -7.72393 -9.72498 -0.49690 0.032
H -5.81643 -11.50211 0.38723 0.060
H -4.66694 -10.27104 0.77837 0.092
H -5.05741 -10.55114 -0.83286 0.095
H -7.04020 -9.49010 1.41021 0.165
H -6.71401 -7.28700 0.32904 0.130
H -5.87548 -8.11190 -1.04335 0.121
H -4.64470 -5.90053 -0.12969 0.075
H -3.90509 -7.23897 -0.97663 0.081
H -3.21848 -6.64554 0.52340 0.097
H -7.45276 -9.65392 -1.48400 0.090
H -8.59510 -9.29631 -0.31950 0.058
C 3.46667 -7.08849 -1.10852 -0.076
C 3.82679 -6.25968 -2.34000 -0.439
C 2.47220 -6.00786 -3.03292 -0.164
O 2.63901 -5.11882 -4.18384 -0.202
C 1.70189 -4.05812 -4.33021 -0.106
N 4.45695 -5.05034 -1.95897 0.064
H 3.22969 -8.13334 -1.31145 0.076
H 2.63788 -6.68636 -0.46141 0.096
H 4.26662 -7.21834 -0.43170 0.054
H 4.46982 -6.88390 -2.93866 0.132
H 1.84759 -5.47906 -2.32368 0.096
H 1.93862 -6.91648 -3.27717 0.119
H 0.63563 -4.38237 -4.36065 0.090
H 1.96248 -3.54486 -5.23921 0.070
H 1.76838 -3.26284 -3.50517 0.078
H 4.44655 -4.39821 -2.75156 0.081
H 4.13393 -4.56905 -1.15249 0.039
C -4.77665 2.10146 2.33269 -0.030
C -4.76440 3.65679 2.53715 -0.415
C -5.00810 4.55831 1.29295 -0.181
O -4.12313 4.13620 0.27446 -0.198
C -4.03408 4.96161 -0.81619 -0.126
N -5.63057 4.12237 3.59916 0.054
H -5.77793 1.71160 2.24211 0.061
H -4.30106 1.62647 3.27802 0.101
H -4.24989 1.81558 1.46269 0.027
H -3.75520 3.89297 2.73629 0.086
H -4.76612 5.59545 1.62970 0.122
H -6.02913 4.57935 0.94444 0.118
H -4.35442 5.98780 -0.60632 0.094
H -4.59500 4.51701 -1.62651 0.080
H -3.00855 5.05093 -1.14801 0.065
H -5.19901 4.61631 4.40286 0.077
H -6.27624 3.41916 3.88853 0.058
C -5.00124 -4.55448 5.22457 -0.061
C -4.59909 -5.39065 3.97381 -0.456
C -3.95151 -6.75486 4.30603 -0.173
O -2.63671 -6.53873 4.95702 -0.216
C -2.43035 -7.48981 6.01865 -0.116
N -5.66693 -5.64996 3.06008 0.060
H -4.10867 -4.04623 5.70381 0.093
H -5.64607 -5.09347 5.95471 0.078
H -5.71040 -3.76335 4.97122 0.055
H -3.78853 -4.80851 3.44575 0.140
H -3.80304 -7.28198 3.33075 0.118
H -4.72118 -7.33557 4.91759 0.142
H -1.29975 -7.53223 6.10590 0.099
H -2.74269 -8.50255 5.68161 0.086
H -2.92280 -7.13200 6.91958 0.079
H -5.42073 -6.37144 2.40462 0.040
H -6.03486 -4.85244 2.65564 0.026
C -2.76638 -4.45435 -3.50404 -0.059
C -2.80738 -3.20455 -4.36597 -0.454
C -3.10252 -3.56190 -5.85100 -0.201
O -2.11051 -4.50185 -6.20493 -0.229
C -1.97889 -4.59558 -7.60924 -0.106
N -3.74369 -2.19602 -3.94515 0.073
H -2.14180 -5.23867 -3.93515 0.073
H -3.79192 -4.80741 -3.36096 0.073
H -2.40197 -4.21896 -2.43990 0.085
H -1.74548 -2.91398 -4.33605 0.119
H -2.97054 -2.71253 -6.53809 0.110
H -4.12823 -3.94258 -6.06492 0.135
H -1.10241 -5.26561 -7.63326 0.099
H -1.71718 -3.65384 -8.10463 0.086
H -2.91556 -5.02136 -7.98170 0.089
H -3.57729 -1.95143 -2.99246 0.045
H -3.47156 -1.39269 -4.53894 0.065
C 5.70900 1.24040 3.05273 -0.060
C 5.87901 1.68667 1.62496 -0.396
C 6.38679 3.15685 1.64076 -0.172
O 5.41466 4.08832 2.20017 -0.187
C 4.37948 4.31842 1.28200 -0.105
N 7.04675 1.03101 0.89832 0.053
H 6.28609 1.80871 3.83566 0.102
H 5.83216 0.18023 3.21308 0.054
H 4.68055 1.51906 3.28840 0.071
H 4.92683 1.46974 1.12189 0.110
H 6.69610 3.56629 0.63537 0.132
H 7.22793 3.07405 2.26845 0.098
H 3.86503 3.42703 0.95265 0.062
H 4.86299 4.76099 0.43061 0.077
H 3.74538 5.03155 1.72181 0.059
H 6.97869 1.24009 -0.08702 0.038
H 7.04693 0.03112 1.01854 0.036
C -7.18074 -3.20384 0.20849 -0.062
C -5.97889 -2.32559 0.00414 -0.425
C -6.30957 -1.39343 -1.25663 -0.148
O -5.19187 -0.49224 -1.35843 -0.218
C -5.24878 0.43453 -2.40592 -0.110
N -5.54002 -1.62610 1.19145 0.058
H -7.03481 -4.13657 0.72926 0.053
H -7.69398 -3.36729 -0.75654 0.088
H -7.92393 -2.61132 0.74329 0.082
H -5.10899 -2.90019 -0.29301 0.109
H -7.27307 -0.88036 -1.21168 0.127
H -6.34319 -2.10511 -2.03465 0.097
H -4.36318 1.04573 -2.39823 0.062
H -6.14917 0.99998 -2.35663 0.083
H -5.20868 -0.12010 -3.33264 0.069
H -4.94459 -0.84797 1.01151 0.031
H -6.27006 -1.34763 1.85118 0.078
C 2.47916 -1.51702 -1.18175 -0.047
C 2.56930 -1.62598 0.33660 -0.404
C 4.06026 -1.66603 0.71495 -0.193
O 4.52373 -2.96783 0.42951 -0.193
C 5.84818 -3.11035 0.90885 -0.096
N 1.94258 -0.45642 0.93417 0.072
H 1.43128 -1.27836 -1.46214 0.067
H 2.76834 -2.40929 -1.77162 0.068
H 3.03337 -0.69561 -1.60364 0.055
H 2.10919 -2.52349 0.67075 0.084
H 4.22615 -1.41602 1.74015 0.096
H 4.60814 -1.01502 0.04976 0.114
H 6.35869 -3.96467 0.43387 0.089
H 5.90277 -3.26183 2.06939 0.093
H 6.44142 -2.22885 0.61659 0.074
H 0.93551 -0.33406 0.70612 0.048
H 2.14766 -0.17237 1.92837 0.085
```

Computed properties:
Energy relative to the best compared isomer or geometry (same formula, charge and spin) = 2.405 eV
E_LUMO = 0.6 eV
E_HOMO = -8.55 eV
Strongest force on any atom = 3.294 eV/A
Frontier orbital gap = 9.1 eV
2S+1 = 1
Energy = -143060.4436 eV